Below is C36H94F3N8O10Sr as an isolated structure, with properties calculated with the ωB97M-V functional and the def2-TZVPD basis.

Properties
total charge	+1
E_HOMO	-10.4273	eV
maximum force	3.874	eV/Å
multiplicity	1
total energy	-80230.8355	eV
gap between HOMO and LUMO	7.4	eV
relative energy (zero: lowest compared OMol25 entry of this formula, charge and spin)	291.9	kJ/mol
M	943.808	g/mol

Each line ends with the Mulliken charge.
Atoms and positions in Å:
Sr -8.32574 7.57588 18.24774  1.576
C -7.91420 10.32620 15.88694  -0.750
O -6.92394 10.71435 16.88477  2.564
O -8.19632 8.98757 16.15010  -0.564
C -9.03315 11.39233 15.58702  -0.011
F -8.58262 12.52497 15.13472  -0.271
F -9.81368 10.94481 14.60309  -0.158
F -9.79177 11.66783 16.65551  -0.353
C -6.39159 12.00519 16.81764  -0.944
C -5.18665 12.04654 17.74058  -0.257
H -5.04821 13.11791 17.88578  0.412
H -5.38429 11.67745 18.74696  -0.215
H -4.23180 11.64814 17.39757  -0.168
H -7.07616 12.80621 17.09659  0.043
H -5.93392 12.21985 15.85195  0.549
H -7.19783 10.31718 15.06546  0.286
C -8.01244 9.64354 21.84539  -1.858
C -8.38306 10.31611 20.55507  0.537
C -7.97626 11.82254 20.57921  -1.118
O -8.27245 12.48305 19.32943  -0.029
C -8.37034 13.94892 19.39357  -0.743
N -7.66523 9.63554 19.45838  -0.003
H -8.85754 9.93703 22.46810  0.465
H -7.04171 9.99462 22.19542  0.426
H -7.98679 8.55391 21.83331  0.291
H -9.42070 10.21533 20.23689  0.471
H -6.90742 11.83191 20.79279  0.249
H -8.42699 12.32570 21.43465  0.637
H -8.89989 14.38059 18.54425  0.079
H -7.36632 14.37166 19.35719  0.344
H -8.89017 14.33310 20.27123  0.365
H -7.62978 10.29401 18.69336  -0.274
H -6.72192 9.69947 19.81359  -0.027
C -2.49126 10.42241 19.70983  -1.795
C -3.54457 9.24163 19.55332  3.121
C -2.98647 7.76917 19.87109  -1.411
O -2.62735 7.65291 21.20521  -0.415
C -1.87969 6.46757 21.48012  -0.801
N -4.61085 9.58366 20.42556  -0.438
H -2.24388 10.53300 20.76561  0.503
H -2.84348 11.39375 19.36264  0.435
H -1.56553 10.26609 19.15603  0.383
H -3.92605 9.09886 18.54228  -2.137
H -2.08546 7.64277 19.27084  0.743
H -3.72718 7.01093 19.61706  0.494
H -1.82030 6.32347 22.55892  0.276
H -0.82321 6.62353 21.26187  0.314
H -2.21714 5.59253 20.92466  0.317
H -4.12351 9.78654 21.28663  0.336
H -5.10199 8.73060 20.65178  0.314
C -5.22815 6.91462 14.90232  -1.708
C -4.60525 7.65023 16.13424  -0.071
C -3.88770 8.92451 15.70819  0.143
O -2.87705 8.71233 14.72519  -0.513
C -2.59260 9.94177 13.99619  -0.420
N -5.63864 7.87824 17.11971  0.143
H -5.97477 7.53339 14.40453  0.166
H -5.64613 5.96154 15.22639  0.338
H -4.54893 6.63444 14.09718  0.468
H -3.93047 7.00457 16.69628  0.562
H -3.36920 9.43162 16.52188  0.216
H -4.69081 9.57166 15.35560  0.045
H -2.06022 10.62999 14.65273  0.063
H -3.45716 10.37386 13.49228  0.273
H -1.91413 9.68306 13.18327  0.339
H -5.20635 8.49948 17.78850  -0.173
H -6.25220 8.49307 16.60431  -0.776
C -12.64373 14.01106 11.50329  -1.508
C -12.49871 14.87336 12.79979  0.439
C -11.44171 14.38554 13.76601  -0.448
O -11.53937 15.16966 14.93696  -0.437
C -10.59351 14.59244 15.84829  -0.343
N -12.24489 16.29564 12.36779  -0.803
H -11.76998 13.68454 10.93934  0.325
H -13.31769 14.59712 10.87847  0.410
H -13.20632 13.08886 11.64872  0.380
H -13.41434 14.83618 13.38998  0.341
H -10.46802 14.37077 13.27628  0.309
H -11.66035 13.33792 13.97285  0.170
H -9.55860 14.74706 15.54310  0.324
H -10.84243 13.54518 16.01969  0.055
H -10.68891 15.11898 16.79790  0.264
H -12.15404 16.77351 13.25294  0.317
H -11.31636 16.42138 11.99080  0.250
C -0.40018 17.34959 16.68454  -1.503
C -0.82371 16.35132 15.64089  1.833
C -2.21987 16.70040 15.01338  -0.845
O -3.25651 16.76722 15.99911  -0.464
C -3.65026 15.55865 16.66491  -0.655
N 0.22473 16.17713 14.69387  -0.652
H -0.23618 18.37758 16.36139  0.373
H 0.34700 17.04710 17.41825  0.415
H -1.23435 17.43299 17.38118  0.346
H -0.97721 15.42056 16.18699  -0.995
H -2.50802 15.96320 14.26398  0.394
H -2.13382 17.68511 14.55398  0.367
H -3.70377 14.77931 15.90474  0.332
H -4.68196 15.62684 17.00995  0.303
H -2.96747 15.35387 17.48951  0.271
H -0.16156 15.66826 13.91161  0.257
H 0.41271 17.05404 14.22934  0.301
C -8.14255 6.21429 11.77957  -1.625
C -8.48732 7.24738 12.90433  0.910
C -9.71080 8.04718 12.51559  -0.485
O -9.33370 8.94287 11.48910  -0.405
C -10.28375 9.94797 11.39166  -0.635
N -8.64143 6.60226 14.20323  -0.458
H -7.18434 5.75458 12.02164  0.338
H -8.15121 6.63398 10.77365  0.350
H -8.87725 5.42042 11.64513  0.371
H -7.63902 7.90902 13.07961  -0.039
H -10.23989 8.51856 13.34381  0.261
H -10.37051 7.38188 11.95858  0.335
H -11.31227 9.62650 11.55568  0.377
H -10.31035 10.41297 10.40618  0.330
H -10.10977 10.76091 12.09661  0.071
H -9.54693 6.15970 14.26888  0.290
H -8.63685 7.30511 14.92855  0.022
C 2.23631 11.06406 14.75226  -1.632
C 0.90103 11.53961 14.21640  0.797
C 0.31380 12.66043 15.09058  -0.770
O -0.27025 12.04000 16.21495  -0.437
C -1.06295 12.82535 17.08470  -0.301
N 1.07362 11.86972 12.89406  -0.672
H 2.92934 11.90505 14.77529  0.387
H 2.72348 10.28353 14.16785  0.441
H 2.07402 10.75164 15.78384  0.309
H 0.19626 10.71033 14.15568  -0.095
H -0.60346 13.02496 14.62813  0.321
H 0.98025 13.51015 15.23862  0.561
H -2.02809 13.08142 16.64761  0.140
H -0.42130 13.66540 17.35056  0.404
H -1.23055 12.26410 18.00394  -0.122
H 1.95432 12.35183 12.78431  0.286
H 1.15016 11.03231 12.33462  0.294
C -12.46937 8.99391 17.44874  -1.793
C -11.31869 8.42486 18.19643  1.457
C -11.60648 7.77288 19.52197  -0.977
O -10.36791 7.37458 20.11353  0.013
C -10.54224 6.98104 21.44148  -1.062
N -10.73746 7.48246 17.21622  -0.462
H -12.95799 9.76192 18.04833  0.433
H -13.23550 8.26230 17.19207  0.422
H -12.17756 9.33536 16.45559  0.405
H -10.66297 9.28405 18.33754  -0.532
H -12.15942 6.87181 19.25656  0.472
H -12.28890 8.28352 20.20141  0.471
H -11.21747 6.13041 21.53423  0.336
H -10.82645 7.84358 22.04426  0.364
H -9.62155 6.66694 21.93317  0.317
H -11.35656 6.71459 16.99900  0.339
H -10.77209 7.92208 16.30757  -0.138

Cartesian forces (eV/Å) of the 3 atoms listed first:
Sr 0.323 0.159 -1.449
C 2.446 -2.226 -0.150
O -1.672 0.265 0.773